(1)
Density functional theory data (ωB97M-V with the def2-TZVPD basis set) for a structure of composition C18H43F6NNdO6S2Si2.

Positions of all 79 atoms, in Å:
O: 0.9626 2.0391 1.6200
O: 3.4186 2.6528 3.1678
C: 0.5252 3.3074 1.0348
C: -0.9556 3.3201 0.7247
H: 1.1276 3.4257 0.1239
H: 0.8288 4.0903 1.7483
H: -1.2917 2.4094 0.2145
H: -1.1880 4.1645 0.0709
H: -1.5249 3.4432 1.6516
C: 0.0905 1.5120 2.6640
C: 0.0170 2.4344 3.8512
H: 0.4940 0.5235 2.9217
H: -0.9081 1.3606 2.2305
H: 1.0230 2.6931 4.1959
H: -0.5197 1.9266 4.6621
H: -0.5329 3.3559 3.6161
C: 4.2305 1.7764 3.9976
C: 3.6146 4.0559 3.4625
C: 3.4230 1.1126 5.0844
H: 5.0581 2.3513 4.4467
H: 4.6639 1.0392 3.3101
H: 3.0491 1.8420 5.8110
H: 4.0712 0.4215 5.6275
H: 2.5878 0.5426 4.6642
C: 3.3151 4.4221 4.8975
H: 2.9598 4.5988 2.7683
H: 4.6580 4.3183 3.2187
H: 2.3171 4.0923 5.2042
H: 3.3539 5.5092 5.0036
H: 4.0601 4.0089 5.5830
H: 2.9183 1.8622 1.5279
Nd: 1.2969 -0.0735 -0.2608
C: 3.4264 1.3650 0.6152
Si: 5.0314 2.2585 0.1556
H: 3.6163 0.2931 0.8464
H: 2.8452 1.5594 -0.3361
C: 4.6060 4.0723 -0.0111
C: 5.6320 1.6383 -1.5023
C: 6.4280 2.0964 1.3935
C: 0.5657 1.2349 -2.1250
Si: 0.5514 0.3973 -3.7931
H: 1.1166 2.1977 -2.1573
H: -0.4860 1.5175 -1.9130
C: 2.2995 0.2052 -4.4606
C: -0.4820 1.3500 -5.0446
C: -0.2126 -1.3186 -3.7172
H: 7.3005 2.6313 0.9902
H: 6.7148 1.0467 1.5428
H: 6.1987 2.5367 2.3736
H: 3.9273 4.2376 -0.8570
H: 5.5379 4.6194 -0.2060
H: 4.1485 4.4901 0.8929
H: 4.8051 1.4275 -2.1929
H: 6.2370 0.7299 -1.3888
H: 6.2692 2.4107 -1.9563
H: -0.2977 2.4296 -4.9777
H: -1.5552 1.1825 -4.8731
H: -0.2492 1.0303 -6.0699
H: -1.1178 -1.3318 -3.1014
H: 0.4723 -2.0751 -3.3156
H: -0.5015 -1.6276 -4.7339
H: 2.2741 -0.2246 -5.4733
H: 2.9020 -0.4644 -3.8301
H: 2.8153 1.1727 -4.5204
F: -4.0180 0.3148 -0.7392
C: -3.4740 -0.9186 -0.7999
F: -4.4180 -1.8429 -0.5510
F: -2.9979 -1.1146 -2.0625
S: -2.0423 -1.0229 0.4015
O: -1.0903 0.0036 -0.1156
O: -2.4956 -0.8248 1.7472
N: -1.4857 -2.5048 0.0732
S: 0.0815 -2.6703 0.2024
O: 0.7837 -2.2531 -1.0608
O: 0.6849 -1.8568 1.3105
C: 0.6152 -4.4683 0.4065
F: 0.0938 -5.0133 1.5259
F: 0.2491 -5.2102 -0.6600
F: 1.9639 -4.4700 0.4995

Atoms 1-2, force components in eV/Å:
-1.15 -0.68 -0.49
0.58 0.43 1.09

Summary:
- E_tot (hartree) = -3753.59079
- total charge = +1
- HOMO (alpha / beta) (eV) = -11.33 / -11.30
- spin multiplicity = 4
- <S²> = 3.75



(2)
Density functional theory data (ωB97M-V with the def2-TZVPD basis set) for the molecule C4H9NSi.

Positions of all 15 atoms, in Å:
C: 2.0873 0.3640 -0.1555
C: 0.8015 -0.1206 0.5145
C: -0.4852 0.1877 -0.2195
Si: -1.9480 -1.0836 -0.0204
C: -0.8847 1.5513 0.0131
N: -1.3788 2.5512 0.0528
H: 1.8539 0.6535 -1.2465
H: 2.4562 1.3987 0.1836
H: 2.8730 -0.3789 -0.1465
H: 0.5643 0.2626 1.5174
H: 1.0417 -1.3023 0.5945
H: -0.2005 0.2116 -1.2982
H: -2.1667 -1.0966 1.3685
H: -1.2701 -2.2762 -0.3527
H: -3.3439 -0.9222 -0.8049

Atoms 1-2, force components in eV/Å:
-0.40 3.18 -1.48
0.73 -3.19 1.09

Summary:
- E_tot (hartree) = -501.98637
- total charge = 0
- HOMO (eV) = -10.85
- energy above the lowest of the compared OMol25 structures with the same formula, charge and spin (kJ/mol) = 248.21



(3)
Density functional theory data (ωB97M-V with the def2-TZVPD basis set) for the molecule C5H9N3.

Positions of all 17 atoms, in Å:
C: 1.2967 -0.9937 1.1186
C: 0.8806 -0.1397 -1.9036
C: -1.1437 0.9016 -0.5268
C: 0.0835 0.2285 -0.7046
C: -0.7678 0.5833 1.2624
N: 0.4309 0.0340 0.5802
N: -2.1805 1.3460 -1.0742
N: -1.4736 -0.3049 1.9269
H: -2.2759 1.0882 -2.0596
H: -2.0798 0.1423 2.6097
H: -0.5595 1.5980 1.6284
H: 1.5041 -0.7585 2.1610
H: 0.8145 -1.9733 1.0804
H: 2.2252 -1.0177 0.5468
H: 1.8945 0.2682 -1.8623
H: 0.9614 -1.2275 -1.9785
H: 0.3895 0.2250 -2.8047

Atoms 1-2, force components in eV/Å:
-0.14 -0.03 -0.02
0.22 0.35 0.07

Summary:
- E_tot (hartree) = -360.03777
- total charge = 0
- HOMO (alpha / beta) (eV) = -7.51 / -6.84
- energy above the lowest of the compared OMol25 structures with the same formula, charge and spin (kJ/mol) = 418.77



(4)
Density functional theory data (ωB97M-V with the def2-TZVPD basis set) for a cluster of 2 separate species, C4H7NO2 in total.

Positions of all 14 atoms, in Å:
C: 1.3126 0.4355 0.7025
C: 0.7962 -0.4708 -0.3960
O: 0.2101 0.3619 -1.5195
C: -0.2605 -1.3097 0.3000
O: 0.0507 -2.2469 1.0425
H: 1.9102 1.2638 0.3227
H: 0.3987 0.8043 1.1458
H: 1.9781 -0.1593 1.3009
H: 1.6607 -1.0862 -0.6023
H: 0.5868 0.0156 -2.3315
H: -1.2296 -0.8806 0.2580
C: -2.4270 1.2490 -1.3364
N: -3.2647 0.4708 -1.4475
H: -1.6222 1.8970 -1.1327

Atoms 1-2, force components in eV/Å:
-0.38 0.56 -0.89
-0.25 0.78 -0.80

Summary:
- E_tot (hartree) = -361.78027
- total charge = 0
- HOMO (eV) = -10.12
- energy above the lowest of the compared OMol25 structures with the same formula, charge and spin (kJ/mol) = 264.09



(5)
Density functional theory data (ωB97M-V with the def2-TZVPD basis set) for a cluster of 4 separate species, C18H31BO12S in total.

Positions of all 63 atoms, in Å:
C: 2.7138 2.5322 -1.6400
C: 4.0843 3.0785 -2.0018
O: 4.5217 4.1648 -1.1700
C: 3.9923 5.4209 -1.4891
C: 5.1357 6.4319 -1.6020
C: 5.9490 6.4518 -0.3010
C: 5.1365 6.7084 0.9615
B: 5.8876 6.4113 2.3459
O: 5.3519 6.9486 3.4878
O: 7.0664 5.6995 2.3793
O: 3.9566 5.8287 1.0540
S: 2.9331 5.9857 -0.1426
O: 1.8621 5.0822 0.1136
O: 2.6739 7.3791 -0.3562
H: 1.9143 3.0531 -2.1587
H: 2.6600 1.4702 -1.8730
H: 2.5542 2.6623 -0.5689
H: 4.8550 2.3181 -1.8754
H: 4.1160 3.4056 -3.0476
H: 3.3605 5.3750 -2.3815
H: 5.7724 6.0769 -2.4151
H: 4.7462 7.4175 -1.8526
H: 6.6897 7.2543 -0.3531
H: 6.5084 5.5198 -0.2195
H: 4.7764 7.7410 0.9843
H: 4.9236 6.3413 4.0897
H: 7.0038 4.7738 2.1369
O: 0.6756 1.6031 -3.7375
C: 0.1254 0.5404 -3.7524
C: -1.3323 0.2250 -3.4794
C: -1.3218 -1.2816 -3.2412
C: -0.1296 -1.7172 -4.0814
O: 0.7866 -0.6054 -4.0462
H: -1.9058 0.5043 -4.3660
H: -1.6866 0.8141 -2.6375
H: -2.2382 -1.7959 -3.5131
H: -1.1253 -1.4919 -2.1901
H: -0.4028 -1.8990 -5.1233
H: 0.3837 -2.5928 -3.6934
O: -2.1900 -4.0024 -2.0997
C: -2.6721 -4.0299 -1.0034
C: -2.1918 -4.7769 0.2255
C: -3.4074 -4.7423 1.1458
C: -4.0912 -3.4547 0.7078
O: -3.7832 -3.3223 -0.6951
H: -1.3425 -4.2278 0.6383
H: -1.8593 -5.7740 -0.0507
H: -3.1810 -4.7530 2.2075
H: -4.0522 -5.5967 0.9317
H: -3.6967 -2.5810 1.2300
H: -5.1725 -3.4669 0.8145
O: -5.0688 -4.5996 3.9169
C: -5.5468 -5.6961 3.9005
C: -6.9938 -6.1020 4.1022
C: -6.8965 -7.6004 4.3695
C: -5.6335 -7.9707 3.5989
O: -4.7984 -6.8008 3.6608
H: -7.5353 -5.8772 3.1808
H: -7.4322 -5.5252 4.9119
H: -7.7658 -8.1713 4.0515
H: -6.7438 -7.7767 5.4348
H: -5.8408 -8.1872 2.5484
H: -5.0788 -8.8009 4.0281

Atoms 1-2, force components in eV/Å:
0.16 0.22 0.36
0.06 -0.08 -0.08

Summary:
- E_tot (hartree) = -2030.49941
- total charge = 0
- HOMO (eV) = -9.66



(6)
Density functional theory data (ωB97M-V with the def2-TZVPD basis set) for a structure of composition C36H43N3OS2TeV.

Positions of all 87 atoms, in Å:
V: -2.1832 1.1769 2.1970
C: -2.6798 -1.7610 2.1959
N: -3.5066 -0.5373 2.0177
C: -4.1069 -0.4817 0.6624
C: -3.0502 -0.0594 -0.3288
N: -2.5840 1.2968 0.0131
C: -1.3156 1.5869 -0.7088
C: -3.5473 2.3426 -0.3351
C: -4.1326 2.3886 -1.5941
C: -5.0063 3.4139 -1.9162
C: -5.2791 4.3997 -0.9762
C: -4.6757 4.3664 0.2674
C: -3.7910 3.3395 0.6025
S: -3.0111 3.3187 2.1852
C: -4.5189 -0.5298 3.0759
C: -5.7241 -1.2027 2.9213
C: -6.6301 -1.2466 3.9679
C: -6.3121 -0.6335 5.1737
C: -5.1078 0.0280 5.3270
C: -4.1899 0.0941 4.2765
S: -2.6506 0.9153 4.4697
H: -3.3211 -2.6453 2.1438
H: -2.2013 -1.7121 3.1721
H: -1.9054 -1.8182 1.4365
H: -4.9239 0.2412 0.6888
H: -4.5219 -1.4518 0.3715
H: -3.4171 -0.1276 -1.3557
H: -2.1816 -0.7160 -0.2645
H: -1.4777 1.5210 -1.7889
H: -0.5467 0.8845 -0.4015
H: -0.9923 2.5938 -0.4521
H: -3.9076 1.6294 -2.3324
H: -5.4700 3.4434 -2.8930
H: -5.9629 5.2033 -1.2172
H: -4.8841 5.1354 0.9995
H: -5.9661 -1.6902 1.9862
H: -7.5760 -1.7560 3.8436
H: -7.0084 -0.6735 6.0013
H: -4.8602 0.5095 6.2638
C: 0.7431 1.1012 4.2993
C: 0.6409 0.5751 2.8932
O: 1.5216 -0.0793 2.3730
N: -0.5456 0.8752 2.2313
Te: 2.5181 0.5525 -0.3793
C: 3.4932 0.8702 -2.2358
C: 4.4102 1.9253 -2.3314
C: 4.7604 2.8135 -1.1654
C: 5.0363 2.1749 -3.5507
C: 4.7780 1.4123 -4.6783
C: 5.4441 1.7106 -5.9931
C: 3.8594 0.3778 -4.5651
C: 3.2069 0.0955 -3.3701
C: 2.2083 -1.0278 -3.3519
C: 2.9267 -1.5203 -0.2450
C: 4.2401 -1.9925 -0.2602
C: 5.4541 -1.1105 -0.3704
C: 4.4618 -3.3700 -0.1900
C: 3.4268 -4.2801 -0.0908
C: 3.6852 -5.7587 -0.0128
C: 2.1265 -3.7842 -0.0593
C: 1.8596 -2.4262 -0.1360
C: 0.4248 -1.9758 -0.1080
H: 1.7941 1.2283 4.5504
H: 0.3011 0.3688 4.9776
H: 0.1994 2.0351 4.4240
H: 3.8805 3.2661 -0.7069
H: 5.4175 3.6189 -1.4913
H: 5.2690 2.2548 -0.3766
H: 5.7456 2.9932 -3.6158
H: 6.2860 2.3903 -5.8642
H: 4.7434 2.1775 -6.6885
H: 5.8126 0.7993 -6.4658
H: 3.6335 -0.2278 -5.4371
H: 2.0283 -1.3940 -4.3621
H: 1.2582 -0.6910 -2.9294
H: 2.5490 -1.8641 -2.7395
H: 5.2325 -0.0719 -0.1392
H: 5.8645 -1.1443 -1.3825
H: 6.2292 -1.4545 0.3159
H: 5.4857 -3.7296 -0.2044
H: 4.7533 -5.9728 -0.0073
H: 3.2421 -6.2802 -0.8634
H: 3.2510 -6.1870 0.8923
H: 1.2964 -4.4785 0.0245
H: -0.2302 -2.8358 0.0434
H: 0.1470 -1.4919 -1.0487
H: 0.2567 -1.2542 0.6951

Atoms 1-2, force components in eV/Å:
-0.07 -0.07 -0.30
-0.01 -0.05 0.05

Summary:
- E_tot (hartree) = -3645.58594
- total charge = 0
- HOMO (alpha / beta) (eV) = -7.29 / -7.29
- spin multiplicity = 2
- <S²> = 0.78